Entry 1:
{
  "formula": "C23H18BrF2N3O2",
  "method": "the ωB97M-V functional and the def2-TZVPD basis",
  "gap_ev": 8.1,
  "e_homo_ev": -8.415,
  "total_charge": 0,
  "total_energy_ev": -108181.316,
  "symbols": ["Br", "F", "F", "O", "O", "N", "N", "N", "C", "C", "C", "C", "C", "C", "C", "C", "C", "C", "C", "C", "C", "C", "C", "C", "C", "C", "C", "C", "C", "C", "C", "H", "H", "H", "H", "H", "H", "H", "H", "H", "H", "H", "H", "H", "H", "H", "H", "H", "H"],
  "coordinates": [[-6.178851, 0.015098, -0.336358], [1.327823, 4.316567, -3.594432], [1.615935, 3.257118, -5.464121], [2.466376, 2.292930, -3.624578], [0.819042, 2.492355, -1.443010], [0.388647, -2.467202, 0.171187], [1.166134, -4.639480, 1.089066], [-0.759688, -1.674030, 0.400419], [1.635249, -1.188493, -1.482978], [2.444020, -1.180558, -2.669415], [0.261318, -3.606042, 1.006712], [2.245136, -4.540227, 0.338601], [1.364777, 1.309610, -1.826193], [0.691669, 2.867470, 2.092909], [2.847900, 0.042992, -3.219603], [1.056151, 0.064319, -1.124790], [1.363858, 3.066246, -4.151844], [1.204146, 4.325759, 1.996681], [2.425552, -3.367047, -0.450289], [-0.966630, -3.528238, 1.715570], [-3.316979, -1.915148, 2.955511], [-3.663025, -1.086076, 0.689656], [-5.082978, -0.804768, 1.056714], [1.472575, -2.411169, -0.601341], [-5.446198, -0.823092, 2.376370], [-2.827012, -1.675063, 1.640763], [-4.637400, -1.507371, 3.337940], [0.693019, 3.635631, 0.729287], [2.204942, 1.188866, -2.829123], [1.616896, 3.058090, -0.403222], [-1.478275, -2.223247, 1.306250], [-1.194011, -4.197182, 2.552285], [2.363566, 2.410249, 0.173935], [3.313125, -3.170760, -1.013063], [3.066413, -5.245782, 0.374263], [0.642721, 5.129770, 2.389553], [3.693377, 0.063136, -3.934301], [-2.734462, -2.351590, 3.742924], [-0.285718, 4.035250, 0.461545], [-3.250257, -1.147290, -0.205955], [1.308641, 2.002490, 2.133186], [-0.386203, 2.709278, 2.477725], [2.278733, 4.474276, 2.205702], [0.406215, 2.513085, -3.866053], [2.800043, -2.123792, -3.036689], [2.108545, 3.854894, -0.912164], [-4.961548, -1.864135, 4.345113], [0.347370, 0.126962, -0.276989], [-6.470676, -0.514661, 2.706650]],
  "forces_ev_per_a": [[0.500, -0.580, 0.944], [0.237, -0.970, -0.340], [-0.456, -0.389, 0.748], [-0.482, 1.856, -0.911], [0.077, -1.095, 0.630], [-3.294, -2.070, 3.245], [0.357, 0.257, -0.616], [2.789, 1.498, -2.822], [-0.306, 1.522, -0.539], [0.247, 0.835, 1.589], [-1.137, -0.794, 0.973], [-0.873, 1.945, 0.349], [-2.532, -3.589, 3.299], [-3.315, 1.993, -0.916], [0.344, -2.786, -0.251], [0.259, 0.490, 0.130], [0.498, -1.161, 1.655], [1.535, -2.258, -0.528], [0.272, -0.435, -0.679], [1.728, 1.594, -0.551], [-2.266, 1.228, -0.061], [-3.426, -1.042, 5.102], [3.566, 1.128, -1.478], [0.213, 2.601, -1.508], [-1.478, -1.269, 1.515], [-0.611, -0.080, 1.474], [1.957, -0.588, -1.126], [0.608, -0.711, 0.839], [1.526, 1.968, -3.285], [-0.600, 1.571, 2.531], [-0.929, -3.087, 1.166], [-0.263, 0.414, -0.672], [-0.988, 0.295, -1.487], [0.493, -0.332, -0.195], [-0.377, -0.380, 0.215], [-0.808, 0.458, 0.334], [-1.079, 0.172, 0.129], [0.477, -0.386, -0.082], [0.330, -0.311, -0.436], [0.970, 0.526, -4.439], [0.708, -0.232, 0.297], [2.078, 0.213, -0.329], [-0.545, -0.230, -0.504], [1.025, 0.920, -1.060], [0.450, -0.163, -0.168], [0.904, 0.714, -0.027], [-0.049, 0.981, -0.976], [0.639, -0.028, -0.608], [1.027, -0.214, -0.571]],
  "mulliken_charge": [-0.177, -0.257, -0.266, -0.475, -0.379, 0.570, -0.637, -1.060, 0.395, -0.816, 0.360, -0.187, 0.164, -0.614, -0.810, -0.437, 0.449, -0.722, -1.073, -1.357, -0.649, -0.598, -0.186, 1.115, -0.202, 0.703, -0.422, -0.028, 0.662, -0.535, 0.517, 0.346, 0.324, 0.493, 0.392, 0.284, 0.411, 0.377, 0.426, 0.717, 0.290, 0.204, 0.214, 0.249, 0.597, 0.371, 0.323, 0.609, 0.326]
}

Entry 2:
{
  "formula": "C23H18N2O4",
  "method": "the ωB97M-V functional and the def2-TZVPD basis",
  "gap_ev": 8.1,
  "e_homo_ev": -8.887,
  "e_above_lowest_ev": 3.970,
  "total_charge": 0,
  "total_energy_ev": -35310.800,
  "symbols": ["O", "O", "O", "O", "N", "N", "C", "C", "C", "C", "C", "C", "C", "C", "C", "C", "C", "C", "C", "C", "C", "C", "C", "C", "C", "C", "C", "C", "C", "H", "H", "H", "H", "H", "H", "H", "H", "H", "H", "H", "H", "H", "H", "H", "H", "H", "H"],
  "coordinates": [[1.938763, -0.554901, 2.272305], [-1.313571, -2.592956, -5.655878], [-1.891625, -4.007664, -3.038544], [0.114132, -1.880886, 2.288202], [-0.515372, -0.922182, -4.371931], [0.710129, -0.606474, 4.111926], [-0.701754, -2.563341, -1.812148], [0.011516, 2.505967, 5.328993], [-1.326839, -2.924081, -3.101468], [-0.148435, -0.958806, 0.092298], [-0.500244, -3.630712, -0.861565], [1.473534, 0.364770, 4.856654], [-0.521460, 1.911602, 6.628783], [0.368180, 0.415589, -6.108472], [-0.001561, 4.332989, 3.770384], [0.353074, 0.676932, -7.495365], [1.003553, 1.780936, 4.550541], [0.061764, -2.073116, 0.908216], [-0.420194, -0.149641, -8.352331], [1.419461, 2.427527, 3.312137], [-0.241227, -0.652645, -5.649686], [-0.492636, 3.734981, 4.830924], [1.004888, -1.002956, 2.878284], [-0.820591, -1.642402, -6.460350], [-0.407713, -1.185630, -1.320054], [-0.942821, -1.372870, -7.865191], [-0.142376, -3.344391, 0.488400], [0.996997, 3.704713, 2.900902], [-0.999911, -2.180244, -4.383363], [0.785011, 1.200974, -5.508120], [-1.404920, 1.332331, 6.479081], [2.575103, 0.219914, 4.685955], [2.274155, 1.968358, 2.641732], [-0.596065, -0.199200, -1.923327], [-0.033901, -1.165002, 4.633955], [-0.635127, 0.172199, -9.345094], [-0.905875, 2.784620, 7.202319], [-1.338980, -2.047799, -8.528871], [1.402380, 4.125228, 1.988089], [1.215514, 0.188339, 5.955962], [-1.299725, 4.180010, 5.436085], [-0.039768, 0.031262, 0.510128], [0.316971, 1.433165, 7.154087], [-0.326811, 5.362974, 3.632548], [0.021083, -4.196507, 1.175485], [-0.826733, -4.606995, -1.064514], [0.750022, 1.606021, -7.868099]],
  "forces_ev_per_a": [[0.856, 0.122, -0.628], [0.067, -1.307, 0.847], [-0.439, 0.917, -1.754], [0.141, -0.143, 1.386], [-0.014, -4.022, 2.516], [-2.862, -2.427, 2.056], [1.437, 2.652, 2.898], [1.235, -1.980, -1.489], [0.560, -2.135, 0.154], [0.346, -1.339, -2.781], [-0.246, 3.208, 0.817], [0.228, 0.580, 1.624], [0.627, 2.254, -0.177], [1.828, 3.979, -3.475], [2.351, 1.512, -4.001], [-1.428, -0.713, 0.481], [-1.129, 2.444, -1.133], [-0.730, 1.884, 0.758], [0.631, -0.828, 2.086], [1.750, -0.252, -0.567], [-2.073, -2.367, -0.035], [-0.893, -2.350, 3.616], [0.255, 0.407, -1.923], [0.515, 2.043, -2.420], [-1.089, 0.239, 0.902], [1.260, 1.333, 2.385], [0.325, -2.178, -1.665], [-1.434, -0.944, 2.563], [-0.368, 3.529, 0.356], [0.174, -0.132, 0.624], [-0.299, -1.048, -0.140], [-1.089, 0.202, 0.121], [-1.992, 0.507, 1.595], [0.443, -2.489, 0.832], [1.472, 1.300, -1.183], [0.140, -0.130, -0.678], [0.510, -0.616, 0.104], [-1.251, -1.471, -1.313], [-0.190, 0.239, 0.258], [0.744, -0.050, -1.523], [0.554, 0.084, -0.361], [-0.041, 0.062, -0.184], [-0.792, -0.048, 0.154], [0.023, -0.204, -0.626], [-0.292, 0.728, -0.373], [-0.006, -1.115, -0.642], [0.184, 0.066, -0.062]],
  "mulliken_charge": [-0.579, -0.365, -0.571, -0.458, -0.308, -0.062, 0.321, 1.235, 0.220, -0.438, -0.693, -1.004, -1.593, -0.626, -0.288, -0.395, 0.166, 0.668, -0.471, 0.009, 0.688, -0.729, 0.611, 0.555, -0.361, -1.072, -0.516, -0.910, 0.423, 0.417, 0.306, 0.310, 0.208, 0.234, 0.301, 0.407, 0.417, 0.512, 0.413, 0.286, 0.304, 0.434, 0.472, 0.336, 0.348, 0.467, 0.369]
}

Entry 3:
{
  "formula": "C23H18N5RuS3Se",
  "method": "the ωB97M-V functional and the def2-TZVPD basis",
  "multiplicity": 2,
  "gap_ev": [7.2, 6.4],
  "e_homo_ev": [-7.784, -7.846],
  "e_above_lowest_ev": 1.134,
  "total_charge": 0,
  "total_energy_ev": -132027.302,
  "symbols": ["Ru", "Se", "S", "S", "S", "N", "N", "N", "N", "N", "C", "C", "C", "C", "C", "C", "C", "C", "C", "C", "C", "C", "C", "C", "C", "C", "C", "C", "C", "C", "C", "C", "C", "H", "H", "H", "H", "H", "H", "H", "H", "H", "H", "H", "H", "H", "H", "H", "H", "H", "H"],
  "coordinates": [[1.975661, -0.966698, 1.978663], [-0.311112, 1.776835, 4.658255], [3.233707, -1.077706, 0.029431], [1.549508, 1.033612, -5.079433], [3.158909, 0.332791, -2.633624], [0.846593, 1.099220, 0.619625], [2.021496, 0.909670, 3.086161], [-0.716195, -1.094650, 0.801653], [1.131158, -0.872237, -1.667852], [0.777504, -0.368353, -2.899315], [1.709977, 0.318691, -3.605814], [-1.324576, 0.163932, 0.930517], [2.916310, -1.728566, 3.720379], [-0.568535, -0.583468, -3.337645], [-0.189958, 3.685059, 0.565596], [3.150992, -2.607419, 2.628525], [-2.910580, -0.196594, -3.054851], [-0.485951, 1.305744, 0.786732], [-1.053955, 2.595500, 0.812909], [-0.811184, -1.397565, -4.430769], [1.884529, -3.130948, 2.207098], [1.133325, 3.455701, 0.330707], [0.894458, -2.619348, 3.093072], [1.093377, 1.271245, 3.713852], [-2.120188, -1.610569, -4.833274], [-2.658032, 0.342316, 1.178704], [-1.602866, 0.028508, -2.651329], [1.509415, -1.763093, 4.015878], [-3.208485, 1.637905, 1.273773], [-3.168985, -1.015710, -4.144513], [1.614356, 2.134387, 0.398707], [-2.436554, 2.743943, 1.074295], [2.352251, -0.580397, -1.390902], [-0.184459, -1.174319, -0.064775], [3.655431, -1.145054, 4.242978], [-0.592376, 4.690823, 0.565917], [-4.189025, -1.185477, -4.463630], [1.718291, -3.813245, 1.390089], [0.997925, -1.172225, 4.760247], [-3.302960, -0.522222, 1.287855], [4.106709, -2.818556, 2.176615], [-3.722962, 0.280509, -2.522093], [-1.391905, -1.844114, 0.861889], [0.018113, -1.845239, -4.960990], [-4.265560, 1.744174, 1.479808], [2.677729, 1.935056, 0.313087], [1.822146, 4.264792, 0.132643], [-2.863762, 3.737915, 1.110728], [-2.321055, -2.242861, -5.687881], [-1.384010, 0.685541, -1.819882], [-0.164656, -2.797248, 3.022197]],
  "forces_ev_per_a": [[0.461, 0.599, 0.327], [0.068, -0.025, -0.033], [0.036, 0.162, 0.084], [0.000, -0.007, 0.016], [0.033, 0.009, 0.010], [-0.228, -0.238, 0.009], [-0.056, -0.374, -0.414], [-0.126, 0.022, 0.029], [-0.035, -0.013, -0.049], [0.027, 0.003, 0.025], [-0.046, 0.004, -0.007], [0.122, -0.116, -0.095], [-0.080, -0.120, -0.014], [0.010, 0.015, 0.008], [-0.027, -0.002, 0.002], [-0.042, -0.032, -0.060], [-0.005, 0.009, 0.009], [-0.010, 0.053, -0.046], [-0.005, -0.026, 0.011], [-0.017, -0.022, 0.008], [-0.051, -0.003, -0.031], [0.021, 0.008, 0.005], [-0.098, 0.009, -0.049], [-0.042, 0.167, 0.105], [0.008, -0.008, -0.002], [-0.040, 0.021, 0.062], [-0.006, 0.016, -0.001], [-0.058, -0.068, 0.031], [-0.014, -0.027, 0.000], [0.003, 0.004, 0.004], [0.086, -0.042, 0.042], [0.007, 0.047, -0.007], [-0.017, -0.062, 0.011], [0.085, 0.001, 0.043], [0.015, 0.008, -0.022], [0.001, -0.001, 0.005], [0.001, 0.000, 0.001], [-0.002, 0.009, -0.003], [0.012, 0.007, 0.000], [0.004, 0.001, -0.005], [-0.001, 0.014, 0.002], [0.001, -0.007, -0.001], [-0.002, -0.006, -0.030], [0.005, 0.002, 0.002], [0.001, 0.002, 0.003], [0.002, -0.006, -0.018], [0.001, -0.005, -0.004], [0.004, -0.001, 0.003], [-0.001, 0.002, 0.000], [0.012, 0.001, 0.051], [-0.020, 0.020, -0.017]],
  "mulliken_charge": [0.352, -0.229, -0.317, -0.319, -0.088, 1.252, -0.741, 0.011, -0.646, 0.506, 0.275, 0.799, -0.273, -0.291, -0.816, -0.603, -0.775, -0.202, 0.792, -0.236, -0.575, -1.111, 0.093, 0.394, -0.573, -0.610, 0.073, -0.774, -0.873, -0.481, -0.663, -0.960, 0.205, 0.087, 0.383, 0.455, 0.391, 0.422, 0.535, 0.375, 0.578, 0.407, 0.380, 0.448, 0.410, 0.422, 0.449, 0.411, 0.372, 0.475, 0.404]
}